DFT (ωB97M-V/def2-TZVPD) results for a single C21H25N3O5S molecule.

Atoms and positions in Å:
C (0.290, -1.510, 1.037)
N (0.714, -2.769, 0.475)
S (1.716, -2.729, -0.852)
O (1.982, -4.091, -1.197)
O (1.122, -1.852, -1.814)
C (3.232, -1.968, -0.260)
C (3.324, -0.594, -0.299)
C (4.464, 0.031, 0.198)
C (5.491, -0.743, 0.733)
C (5.391, -2.124, 0.749)
C (4.253, -2.744, 0.253)
H (4.145, -3.818, 0.246)
H (6.197, -2.718, 1.152)
H (6.364, -0.245, 1.127)
C (4.552, 1.517, 0.231)
O (5.198, 2.145, 1.027)
O (3.792, 2.055, -0.733)
C (3.460, 3.440, -0.658)
H (3.998, 3.919, 0.163)
H (3.736, 3.912, -1.605)
C (1.939, 3.564, -0.423)
O (1.467, 4.433, 0.274)
N (1.265, 2.592, -1.074)
C (-0.070, 2.180, -0.930)
C (-0.455, 1.000, -1.556)
C (-1.726, 0.492, -1.388)
C (-2.671, 1.145, -0.586)
C (-2.276, 2.360, -0.005)
C (-1.005, 2.869, -0.166)
H (-0.730, 3.799, 0.303)
H (-2.979, 2.933, 0.577)
N (-3.961, 0.671, -0.416)
C (-4.394, -0.526, -1.106)
H (-3.993, -0.530, -2.120)
C (-4.011, -1.800, -0.346)
C (-4.612, -1.748, 1.057)
C (-4.203, -0.452, 1.753)
C (-4.588, 0.755, 0.888)
H (-4.302, 1.677, 1.391)
H (-5.673, 0.770, 0.740)
H (-4.686, -0.375, 2.729)
H (-3.120, -0.440, 1.904)
H (-4.284, -2.610, 1.641)
H (-5.702, -1.787, 0.986)
H (-4.377, -2.675, -0.884)
H (-2.924, -1.872, -0.276)
H (-5.486, -0.472, -1.184)
H (-1.953, -0.439, -1.879)
H (0.249, 0.441, -2.158)
H (1.822, 1.976, -1.653)
H (2.504, -0.030, -0.713)
H (1.014, -3.460, 1.144)
H (1.080, -1.006, 1.607)
H (-0.012, -0.876, 0.205)
H (-0.567, -1.675, 1.688)

**Charge**: 0
**HOMO level**: -7.364 eV
**Energy above the lowest of the compared OMol25 structures with the same formula, charge and spin**: 47.9 kcal/mol
**E**: -47726.40067 eV
**Lowest unoccupied orbital energy**: -0.090 eV
**Frontier orbital gap**: 7.274 eV